Entry 1:
{
  "formula": "C4H9N2",
  "method": "ωB97M-V/def2-TZVPD",
  "species": ["C", "C", "C", "C", "N", "N", "H", "H", "H", "H", "H", "H", "H", "H", "H"],
  "positions_angstrom": [[-1.82, 0.08, -0.46], [-3.09, 0.21, -0.06], [0.26, -0.80, 0.51], [1.56, 0.65, 0.06], [-0.83, -0.11, 0.46], [2.77, 0.17, -0.12], [-1.54, 0.25, -1.56], [-3.13, 0.22, 1.05], [-3.88, 0.00, -0.76], [0.41, -1.21, 1.55], [0.36, -1.55, -0.35], [0.98, 1.04, -0.79], [1.49, 1.39, 0.92], [3.05, -0.18, -1.02], [3.42, -0.15, 0.57]],
  "lowdin_charge": [-0.22, 0.13, -0.13, -0.07, 0.01, 0.12, 0.14, 0.10, 0.09, 0.14, 0.14, 0.12, 0.16, 0.14, 0.14],
  "charge": 1,
  "homo_lumo_gap_ha": [0.269, 0.269],
  "lumo_ev": [-6.2, -6.2]
}

=====

Entry 2:
{
  "formula": "C31H67ClN4O8P",
  "method": "ωB97M-V/def2-TZVPD",
  "species": ["C", "C", "N", "C", "C", "P", "O", "O", "O", "C", "C", "C", "N", "C", "C", "O", "C", "C", "N", "C", "N", "C", "C", "C", "Cl", "H", "H", "H", "H", "H", "H", "H", "H", "H", "H", "H", "H", "H", "H", "H", "H", "H", "H", "H", "H", "H", "H", "H", "H", "H", "H", "H", "C", "C", "O", "C", "C", "H", "H", "H", "H", "H", "H", "H", "H", "H", "H", "C", "C", "O", "C", "C", "H", "H", "H", "H", "H", "H", "H", "H", "H", "H", "C", "C", "O", "C", "C", "H", "H", "H", "H", "H", "H", "H", "H", "H", "H", "C", "C", "O", "C", "C", "H", "H", "H", "H", "H", "H", "H", "H", "H", "H"],
  "positions_angstrom": [[-4.71, -3.71, 5.99], [-4.45, -3.29, 4.90], [-4.07, -2.88, 3.65], [-5.14, -3.02, 2.61], [-5.92, -1.72, 2.33], [-7.42, -1.76, 3.40], [-7.94, -3.12, 3.47], [-8.46, -0.74, 2.75], [-7.07, -1.19, 4.86], [-5.02, -0.46, 2.35], [-5.79, 0.87, 2.36], [-6.52, 1.21, 1.08], [-6.99, 0.33, 0.30], [-4.07, -0.54, 1.14], [-2.85, 0.41, 1.19], [-2.73, 1.00, -0.07], [-1.49, 1.71, -0.25], [-1.70, 3.22, -0.43], [-4.23, -0.51, 3.64], [-3.47, -1.63, 3.71], [-2.17, -1.57, 3.82], [-1.32, -2.78, 3.86], [0.17, -2.43, 3.77], [0.51, -1.30, 2.80], [0.98, -3.90, 3.15], [-4.81, -3.99, 7.01], [-5.81, -3.81, 2.94], [-4.69, -3.37, 1.68], [-6.32, -1.78, 1.32], [-9.09, -0.40, 3.41], [-7.21, -0.24, 4.96], [-5.05, 1.66, 2.50], [-6.45, 0.94, 3.22], [-6.62, 2.28, 0.86], [-7.44, 0.79, -0.49], [-4.61, -0.28, 0.23], [-3.73, -1.57, 0.99], [-2.99, 1.20, 1.95], [-1.96, -0.19, 1.41], [-0.87, 1.54, 0.64], [-0.95, 1.30, -1.10], [-1.25, 3.51, -1.38], [-1.19, 3.76, 0.37], [-2.76, 3.44, -0.40], [-3.67, 0.33, 3.75], [-1.74, -0.66, 3.87], [-1.50, -3.29, 4.81], [-1.59, -3.47, 3.06], [0.61, -2.23, 4.75], [0.25, -1.61, 1.79], [0.02, -0.36, 3.04], [1.58, -1.12, 2.82], [4.77, -3.95, 3.59], [4.51, -5.04, 2.56], [5.65, -5.44, 1.84], [6.73, -5.97, 2.60], [6.37, -7.21, 3.40], [5.19, -3.07, 3.11], [3.83, -3.66, 4.08], [5.46, -4.27, 4.36], [3.80, -4.67, 1.82], [4.04, -5.91, 3.03], [7.14, -5.20, 3.26], [7.50, -6.21, 1.88], [5.60, -7.02, 4.15], [7.25, -7.59, 3.92], [5.99, -7.99, 2.73], [2.50, 2.98, -3.54], [1.42, 2.45, -2.62], [0.15, 3.05, -2.81], [-0.41, 2.91, -4.11], [-0.64, 1.47, -4.53], [2.61, 4.06, -3.42], [3.46, 2.51, -3.32], [2.27, 2.79, -4.59], [1.69, 2.65, -1.58], [1.33, 1.36, -2.71], [0.20, 3.44, -4.85], [-1.37, 3.43, -4.07], [0.29, 0.91, -4.59], [-1.12, 1.43, -5.51], [-1.29, 0.96, -3.81], [5.69, -1.43, 0.89], [4.25, -1.71, 0.48], [3.57, -0.58, -0.01], [4.10, 0.04, -1.17], [4.15, -0.88, -2.38], [5.72, -0.64, 1.64], [6.14, -2.33, 1.30], [6.30, -1.11, 0.05], [3.69, -2.04, 1.35], [4.21, -2.54, -0.24], [5.09, 0.46, -0.96], [3.44, 0.88, -1.38], [4.81, -1.73, -2.23], [4.52, -0.33, -3.25], [3.15, -1.26, -2.61], [3.25, 7.03, -5.93], [2.91, 5.76, -6.69], [1.56, 5.35, -6.54], [0.57, 6.27, -6.99], [0.68, 6.62, -8.46], [3.03, 6.91, -4.87], [4.31, 7.26, -6.05], [2.68, 7.89, -6.29], [3.51, 4.94, -6.29], [3.16, 5.86, -7.75], [0.59, 7.18, -6.37], [-0.38, 5.78, -6.80], [1.62, 7.12, -8.70], [-0.13, 7.29, -8.74], [0.62, 5.72, -9.07]],
  "lowdin_charge": [0.18, -0.15, -0.01, -0.09, -0.22, 0.46, -0.24, -0.11, -0.11, -0.39, -0.11, -0.20, 0.14, -0.07, -0.22, -0.14, -0.22, -0.04, 0.19, -0.28, 0.17, -0.17, -0.68, -0.12, 0.69, 0.05, 0.12, 0.13, 0.13, 0.10, 0.08, 0.12, 0.11, 0.12, 0.08, 0.12, 0.12, 0.12, 0.10, 0.11, 0.11, 0.05, 0.07, 0.08, 0.14, 0.15, 0.13, 0.12, 0.11, 0.09, 0.07, 0.08, -0.08, -0.29, -0.16, -0.28, -0.08, 0.06, 0.05, 0.07, 0.10, 0.11, 0.11, 0.12, 0.07, 0.08, 0.08, -0.06, -0.29, -0.21, -0.26, -0.07, 0.09, 0.07, 0.07, 0.12, 0.10, 0.10, 0.12, 0.07, 0.08, 0.07, -0.07, -0.28, -0.17, -0.28, -0.07, 0.09, 0.06, 0.07, 0.10, 0.11, 0.11, 0.09, 0.07, 0.08, 0.08, -0.08, -0.28, -0.18, -0.28, -0.08, 0.08, 0.08, 0.07, 0.11, 0.11, 0.11, 0.11, 0.07, 0.08, 0.08],
  "charge": 1,
  "homo_lumo_gap_ha": 0.283,
  "lumo_ev": -3.3
}

=====

Entry 3:
{
  "formula": "C3H13N2",
  "method": "ωB97M-V/def2-TZVPD",
  "species": ["C", "N", "H", "H", "H", "H", "H", "H", "C", "C", "N", "H", "H", "H", "H", "H", "H", "H"],
  "positions_angstrom": [[1.05, -1.50, 2.22], [-0.27, -1.07, 1.63], [1.39, -0.73, 2.95], [1.09, -2.47, 2.74], [1.78, -1.52, 1.39], [-0.38, 0.02, 0.05], [-0.99, -0.91, 2.33], [-0.46, -1.94, 1.14], [-0.95, 0.65, -2.32], [0.26, 1.10, -1.49], [-0.12, 1.03, -0.06], [-1.34, 1.55, -2.82], [-0.74, -0.07, -3.14], [-1.75, 0.13, -1.74], [1.24, 0.70, -1.73], [0.46, 2.17, -1.89], [0.66, 1.22, 0.56], [-0.92, 1.63, 0.18]],
  "lowdin_charge": [-0.15, -0.09, 0.09, 0.08, 0.07, 0.11, 0.08, 0.08, -0.07, -0.21, 0.14, 0.08, 0.09, 0.09, 0.12, 0.15, 0.16, 0.18],
  "charge": 1,
  "homo_lumo_gap_ha": 0.406,
  "lumo_ev": -3.2
}